1.
Below is C36H34Cl2IN6O5SZr as an isolated structure, with properties calculated with ωB97M-V/def2-TZVPD.

```
86
Properties=species:S:1:pos:R:3:forces:R:3
Zr 0.17227 0.08769 0.45764 0.877 -0.855 0.610
C 0.23306 4.02480 -0.97000 0.008 -0.010 -0.011
C 1.61151 3.46940 -1.17057 -0.018 -0.006 0.038
N 2.37559 3.98336 -2.11810 0.037 -0.010 -0.012
C 3.60774 3.48053 -2.28544 -0.029 0.038 0.000
C 4.14290 2.48128 -1.50241 0.005 -0.033 0.022
C 5.53605 1.98943 -1.78034 -0.008 0.020 0.001
O 6.46488 2.31937 -0.74309 0.002 -0.005 -0.006
C 3.34979 1.92951 -0.47858 0.019 -0.034 0.037
C 3.88715 0.87804 0.39381 -0.033 0.105 0.019
N 3.15738 0.30818 1.26032 0.070 -0.060 -0.047
C 3.68674 -0.66650 2.11420 -0.049 -0.026 0.051
C 4.72089 -1.53299 1.77265 0.012 -0.003 -0.016
C 5.16844 -2.48231 2.67571 0.005 -0.012 -0.001
C 4.58481 -2.58863 3.92992 -0.009 0.006 0.006
C 3.52908 -1.75418 4.27376 -0.005 -0.003 0.001
C 3.08329 -0.81398 3.36378 -0.036 0.076 -0.061
I 1.40630 0.36168 3.78904 0.031 -0.048 0.048
C 2.03952 2.39853 -0.33738 -0.033 0.118 -0.089
O 1.16223 1.88640 0.50145 -0.167 -0.017 -0.172
H 0.08244 4.86717 -1.64242 0.009 0.001 -0.003
H 0.09588 4.34092 0.06597 -0.006 -0.008 0.003
H -0.52399 3.25944 -1.15192 -0.008 0.007 0.011
H 4.19327 3.90909 -3.09365 0.007 -0.008 0.001
H 5.87539 2.40722 -2.73411 -0.005 -0.005 -0.003
H 5.54606 0.90285 -1.87017 0.019 -0.007 0.001
H 6.26322 3.21410 -0.45089 -0.001 0.001 -0.002
H 4.95059 0.65233 0.29411 0.003 0.008 0.003
H 5.13131 -1.49355 0.77158 -0.006 0.006 -0.001
H 5.96147 -3.16144 2.38865 0.001 0.002 -0.004
H 4.92688 -3.33879 4.63147 -0.001 0.000 0.002
H 3.03941 -1.85105 5.23337 0.007 -0.007 0.003
C -4.37339 4.04318 2.47518 -0.001 -0.013 -0.002
C -3.88815 3.76799 1.05739 -0.026 0.021 0.006
N -4.14565 2.40466 0.63120 0.134 0.067 0.111
C -5.38652 2.15227 -0.07623 -0.015 -0.003 -0.017
C -5.25283 2.36010 -1.58095 -0.005 -0.006 0.014
C -3.20822 1.41189 0.72343 -0.047 -0.147 0.003
S -1.74192 1.71783 1.63913 0.100 0.046 -0.129
N -3.48317 0.28087 0.12447 -0.438 0.337 0.472
C -2.52080 -0.65660 0.20482 0.317 1.332 -1.745
O -0.89801 -1.47600 2.10972 0.030 -0.229 -0.740
C -2.79151 -3.13942 1.46503 0.452 -0.253 -0.079
C -2.62149 -3.71082 2.71089 0.042 0.126 -0.083
C -3.52560 -4.68665 3.11079 -0.003 -0.032 0.009
C -4.55323 -5.07485 2.26116 -0.011 -0.014 0.013
C -4.68899 -4.49666 1.00572 -0.011 -0.036 -0.003
C -3.79523 -3.51728 0.59422 -0.019 0.106 0.129
H -4.20328 5.08724 2.74739 -0.001 0.002 -0.001
H -3.83244 3.40831 3.17690 0.001 0.002 0.000
H -5.44120 3.83331 2.57090 0.000 0.003 -0.001
H -2.81941 3.96242 0.98754 -0.001 0.000 -0.008
H -4.38763 4.43764 0.35000 -0.013 -0.011 0.001
H -6.14440 2.82313 0.33880 0.003 0.007 -0.006
H -5.69798 1.12926 0.12898 -0.003 -0.003 0.003
H -4.92896 3.37836 -1.80723 0.000 0.001 0.001
H -6.20786 2.18747 -2.08246 0.003 -0.007 -0.007
H -4.51351 1.66473 -1.97677 -0.003 0.002 -0.007
H -1.80004 -3.37682 3.33053 -0.037 -0.041 0.064
H -3.43245 -5.15147 4.08454 0.039 0.028 0.009
H -5.25454 -5.83602 2.57948 0.002 -0.002 -0.001
H -5.49225 -4.81727 0.35412 0.019 0.041 -0.042
H -3.87831 -3.03332 -0.37159 -0.052 -0.026 -0.011
O 3.42971 -0.81990 -2.17786 0.006 0.025 0.003
C 2.32590 -0.41834 -2.45697 -0.021 -0.081 -0.001
C 1.82947 -0.13688 -3.88281 -0.009 0.013 -0.001
C 0.46455 0.52726 -3.69448 0.000 -0.004 -0.012
C 0.28457 0.42344 -2.20649 0.013 0.026 -0.022
O -0.69798 0.79715 -1.51901 -0.128 -0.023 -0.146
N 1.31040 -0.11747 -1.56701 0.026 0.070 -0.138
H 1.76459 -1.08984 -4.40881 0.014 0.003 0.001
H 2.55947 0.48640 -4.39666 0.000 0.006 -0.001
H -0.35881 0.01995 -4.19699 0.000 0.007 -0.006
H 0.44609 1.57893 -3.98501 -0.001 0.002 0.007
Cl 2.89508 -4.27102 -0.29275 0.057 0.002 0.024
C 1.38968 -3.57956 -0.79766 -0.147 0.102 -0.102
C 0.86379 -3.84952 -2.01575 0.031 -0.079 -0.008
C -0.36736 -3.26438 -2.48464 -0.045 0.048 0.011
C -1.14290 -2.53682 -1.62899 0.366 -0.561 -0.071
C -0.61833 -2.34943 -0.33547 -0.265 0.889 0.450
Cl -1.74715 -1.69211 0.85394 -0.875 -1.573 1.605
C 0.78696 -2.52950 0.04129 0.126 0.353 -0.162
N 1.38392 -1.68618 0.78878 -0.280 0.272 0.192
H 1.40550 -4.51653 -2.67616 0.010 0.003 0.012
H -0.66976 -3.43031 -3.51044 -0.015 -0.003 0.008
H -2.08991 -2.09074 -1.90555 -0.017 -0.027 -0.024
```
Positions in Å, forces in eV/Å.

Output
Multiplicity: 1
Charge: -1
HOMO-LUMO gap, Ha: 0.247
HOMO level, eV: -4.254

***

2.
Below is C36H34Cl2O7P2S3Sr as an isolated structure, with properties calculated with ωB97M-V/def2-TZVPD.

```
85
Properties=species:S:1:pos:R:3:forces:R:3
Sr 1.88187 0.64712 1.86530 -2.592 1.063 -0.139
S 0.99131 2.27575 -0.56359 -0.103 -0.060 0.104
P -0.61312 1.08373 -0.26606 -0.126 -0.341 -0.234
C -0.63357 -0.08071 0.96043 -0.266 0.790 0.130
P -1.28267 0.27653 2.47097 -0.293 -0.477 -0.027
S -0.29215 1.39125 3.84140 -0.139 0.108 -0.041
C -3.04578 0.85628 2.47068 0.044 -0.031 -0.128
C -3.48356 1.96067 3.18483 -0.010 0.023 0.049
C -4.82718 2.32254 3.17202 0.015 -0.011 -0.005
C -5.74360 1.57810 2.44649 0.004 -0.023 -0.009
C -5.31071 0.47217 1.72147 -0.012 0.017 0.031
C -3.97174 0.12104 1.73077 0.014 -0.014 0.025
C -1.59150 -1.35181 3.28868 0.055 0.076 0.025
C -1.25519 -2.53497 2.64930 0.034 -0.017 -0.030
C -1.49729 -3.76170 3.25911 0.006 -0.003 -0.002
C -2.09456 -3.81176 4.50803 -0.008 0.031 0.015
C -2.43093 -2.62702 5.15840 0.002 -0.037 -0.009
C -2.17103 -1.40842 4.55549 0.005 0.039 -0.009
C -2.05641 2.23720 -0.33000 -0.015 -0.058 0.067
C -3.22709 1.92752 -1.01369 -0.012 -0.017 0.001
C -4.30389 2.80611 -1.01575 0.023 -0.012 0.004
C -4.22627 4.00224 -0.31954 0.023 0.009 0.012
C -3.06643 4.31271 0.38115 -0.029 0.001 -0.019
C -1.99153 3.43913 0.37321 0.040 -0.010 -0.016
C -0.84876 0.15782 -1.84784 0.088 0.058 0.011
C -0.60108 0.76427 -3.07725 0.011 0.037 0.020
C -0.76126 0.05831 -4.25831 -0.010 -0.038 -0.012
C -1.15862 -1.27456 -4.22514 0.011 0.023 0.001
C -1.40275 -1.88739 -3.00509 -0.007 -0.006 -0.005
C -1.25133 -1.17070 -1.82216 -0.013 -0.014 0.034
H -2.75636 2.53086 3.75153 0.000 -0.006 -0.002
H -5.15493 3.19332 3.72862 -0.002 0.006 0.001
H -6.79018 1.86088 2.43607 -0.005 0.002 -0.005
H -6.01837 -0.10968 1.14198 -0.006 0.001 -0.005
H -3.62183 -0.72986 1.15541 0.001 -0.005 -0.002
H -0.78267 -2.47591 1.67543 -0.009 0.000 0.005
H -1.19971 -4.67434 2.75630 0.003 0.003 -0.009
H -2.28584 -4.76692 4.98407 0.001 -0.003 0.006
H -2.88436 -2.65768 6.14262 -0.002 -0.001 0.006
H -2.40187 -0.48237 5.07016 -0.010 0.000 0.000
H -3.30160 0.98753 -1.54793 -0.002 0.002 -0.016
H -5.20815 2.54825 -1.55513 -0.006 -0.005 -0.003
H -5.06718 4.68636 -0.31521 -0.004 0.001 0.007
H -3.00119 5.23945 0.93937 0.000 0.003 0.007
H -1.08140 3.68252 0.90889 0.006 -0.002 -0.011
H -0.25237 1.79050 -3.09168 0.007 -0.004 0.001
H -0.55019 0.53625 -5.20692 0.013 0.002 -0.018
H -1.25954 -1.83365 -5.14830 -0.001 -0.001 -0.004
H -1.70446 -2.92864 -2.97152 0.000 -0.002 0.004
H -1.42153 -1.62503 -0.85126 0.007 -0.006 -0.001
O 4.99330 -0.62597 2.92581 -0.027 -0.035 0.076
Cl 3.76226 -0.67247 3.65770 0.462 -0.406 0.662
O 3.23278 0.68229 3.81619 0.734 -0.325 0.762
O 3.96160 -1.27319 4.94102 -0.069 0.021 -0.060
O 2.75833 -1.42219 2.90122 0.342 -0.222 0.336
C 1.34901 -5.74021 -0.03912 -0.005 0.003 0.011
S 1.71491 -4.33177 1.02380 -0.008 0.034 -0.004
C 1.86788 -3.09176 -0.27268 0.002 0.036 -0.116
H 0.43170 -5.57383 -0.60630 -0.003 -0.006 -0.007
H 1.21483 -6.61340 0.59878 -0.003 -0.014 -0.008
H 2.16917 -5.93398 -0.73284 -0.003 -0.006 -0.005
H 2.71453 -3.33283 -0.91779 -0.009 0.028 -0.028
H 2.04153 -2.11523 0.17149 0.059 -0.030 0.132
H 0.95220 -3.03400 -0.86261 -0.011 -0.014 0.008
C 4.59107 3.37206 -3.95833 0.005 -0.009 0.010
C 4.09645 1.95730 -3.88367 -0.005 -0.013 0.001
C 3.46159 1.35279 -4.95429 -0.002 -0.018 -0.017
C 2.99528 0.05160 -4.84777 -0.013 0.010 -0.003
Cl 2.24268 -0.69848 -6.24296 -0.015 0.004 0.013
C 3.11856 -0.65095 -3.66811 -0.005 0.005 -0.009
C 3.76054 -0.06222 -2.58455 -0.007 -0.050 -0.038
C 4.26788 1.22487 -2.70000 0.034 -0.045 -0.129
O 4.96871 1.86780 -1.73626 -0.090 0.168 0.092
C 5.28261 1.19561 -0.51725 0.124 -0.054 0.009
C 4.07895 1.03082 0.41761 0.315 0.186 -0.310
O 3.80117 1.99079 1.16401 0.417 0.111 -0.225
O 3.44367 -0.05905 0.36347 1.047 -0.384 -0.876
H 4.39007 3.79800 -4.94165 -0.001 0.007 -0.004
H 5.66322 3.42454 -3.76028 0.009 0.002 -0.005
H 4.10208 3.98544 -3.19986 -0.007 0.004 0.007
H 3.32867 1.89873 -5.88000 -0.003 0.002 -0.010
H 2.70568 -1.64670 -3.57935 -0.011 -0.009 -0.002
H 3.81381 -0.58088 -1.63701 -0.009 -0.002 -0.043
H 5.99844 1.84997 -0.02498 0.039 -0.054 -0.009
H 5.73541 0.22317 -0.72922 -0.018 -0.018 -0.016
```
Positions in Å, forces in eV/Å.

Output
Multiplicity: 1
Charge: -2
HOMO-LUMO gap, Ha: 0.217
HOMO level, eV: -1.922

***

3.
Below is C36H34N7S2SeW as an isolated structure, with properties calculated with ωB97M-V/def2-TZVPD.

```
81
Properties=species:S:1:pos:R:3:forces:R:3
W -0.46063 0.60854 0.45640 -0.066 -0.013 0.099
C -1.89228 0.71675 3.33869 -0.010 -0.026 -0.021
N -0.52811 0.74293 2.75116 0.029 0.042 0.018
C 0.29414 1.86996 3.24021 0.014 -0.023 -0.025
C 1.46959 1.98703 2.33477 -0.048 0.004 0.016
N 1.40664 1.57605 1.09101 0.060 0.044 -0.013
C 2.62642 1.91337 0.49687 0.001 0.005 0.025
C 3.10383 1.73353 -0.80017 -0.005 -0.015 0.013
C 4.36900 2.20524 -1.07569 0.005 0.003 0.005
C 5.15234 2.83974 -0.09815 0.002 0.000 -0.016
C 4.69137 3.02276 1.18803 -0.005 -0.001 0.021
C 3.41351 2.54796 1.45854 0.004 -0.002 -0.029
N 2.64605 2.57036 2.61845 0.011 -0.001 -0.010
C -2.91482 0.71999 2.24931 -0.005 0.016 0.042
N -2.59034 0.73449 0.98039 0.035 -0.005 -0.070
C -3.78188 0.78944 0.25930 -0.007 0.011 0.014
C -4.01231 0.85731 -1.10992 -0.009 -0.003 0.006
C -5.32829 0.89866 -1.52193 -0.001 0.000 0.006
C -6.38804 0.87810 -0.60180 -0.001 -0.001 -0.012
C -6.16641 0.82573 0.75950 0.003 0.003 0.012
C -4.83937 0.78605 1.16652 0.013 0.000 -0.015
N -4.24880 0.75095 2.42663 0.006 0.001 -0.006
H -2.03592 1.59124 3.97648 0.002 0.002 0.004
H -2.01503 -0.17372 3.95513 0.005 0.001 -0.005
H -0.07927 -0.14072 2.99131 -0.007 -0.002 -0.018
H 0.58806 1.74051 4.28444 0.008 0.006 0.003
H -0.29348 2.78631 3.14176 -0.004 0.002 0.011
H 2.51673 1.23430 -1.55625 -0.004 -0.002 -0.001
H 4.77390 2.07539 -2.07002 0.000 0.000 0.000
H 6.14108 3.19022 -0.36058 0.001 -0.001 0.000
H 5.29253 3.51055 1.94324 0.000 0.000 -0.001
H 2.91909 2.94424 3.51136 0.002 0.003 0.000
H -3.19208 0.89355 -1.81267 0.002 -0.002 -0.003
H -5.55294 0.95418 -2.57822 -0.001 0.001 -0.001
H -7.40422 0.91092 -0.96980 0.000 0.000 0.001
H -6.98428 0.81869 1.46687 -0.001 0.000 -0.001
H -4.72753 0.73514 3.31105 0.000 0.002 0.001
C -1.13654 -1.23980 -2.41236 -0.031 0.009 0.005
C -0.54596 0.10118 -2.69705 0.017 -0.009 0.005
C -0.04588 0.34867 -3.99548 0.015 -0.005 0.005
C 0.53667 1.53963 -4.29122 0.004 0.001 -0.005
C 0.55888 2.56496 -3.31979 0.003 0.016 0.006
C 1.11083 3.84071 -3.57448 -0.002 -0.014 -0.008
C 1.05851 4.80928 -2.61401 -0.003 0.009 0.021
C 0.42905 4.55387 -1.38171 0.005 -0.006 -0.026
C -0.11263 3.32350 -1.10105 -0.007 -0.015 0.010
S -1.04765 3.01919 0.35255 -0.012 -0.003 0.010
C -0.01094 2.28709 -2.06477 -0.012 0.010 0.019
N -0.48649 1.02552 -1.74529 -0.013 0.023 -0.065
H -1.55011 -1.65733 -3.32972 -0.026 0.003 0.006
H -1.91517 -1.18295 -1.65335 0.024 -0.012 -0.018
H -0.37155 -1.93037 -2.05140 0.028 0.007 0.007
H -0.10773 -0.44581 -4.72531 0.002 0.004 -0.008
H 0.96591 1.72486 -5.26833 -0.002 -0.008 -0.002
H 1.56347 4.03172 -4.53890 0.000 -0.002 -0.001
H 1.47968 5.78769 -2.80191 0.001 0.000 0.002
H 0.34727 5.34168 -0.64424 0.004 0.007 -0.003
S 2.78284 -2.10805 -1.77086 0.047 0.023 -0.035
C 1.78964 -1.24137 -0.87830 -0.050 -0.074 0.044
N 1.03404 -0.59648 -0.24252 0.019 0.046 -0.008
C 2.79446 -6.34821 0.32803 -0.007 0.013 0.002
C 1.78942 -5.25026 0.53859 0.029 -0.004 0.009
C 0.57671 -5.24262 -0.12894 -0.023 0.012 -0.003
C -0.35798 -4.22335 0.04247 0.046 0.005 0.003
C -1.68803 -4.33944 -0.65283 -0.016 -0.019 0.018
C -0.04203 -3.16223 0.89724 -0.066 -0.026 0.050
Se -1.35368 -1.78183 1.16251 -0.036 -0.052 -0.037
C 1.16315 -3.16570 1.61331 -0.006 -0.030 -0.011
C 1.51917 -2.09113 2.60373 0.014 0.012 0.020
C 2.05612 -4.20888 1.41977 0.027 0.027 -0.049
H 2.43314 -7.08261 -0.39000 -0.001 -0.003 0.001
H 3.01044 -6.86607 1.26385 0.002 0.000 0.000
H 3.73543 -5.94207 -0.04660 0.001 -0.001 -0.004
H 0.33931 -6.05738 -0.80399 -0.001 0.000 0.001
H -1.69110 -5.19576 -1.32569 0.007 0.002 0.000
H -1.93625 -3.44825 -1.22539 -0.007 0.009 -0.003
H -2.49027 -4.47824 0.07476 -0.008 0.001 -0.012
H 1.49685 -1.10562 2.13215 0.033 -0.006 -0.012
H 2.52694 -2.24578 2.98735 -0.011 -0.022 0.034
H 0.82821 -2.10396 3.45454 -0.011 0.025 -0.022
H 2.99562 -4.20369 1.96234 -0.003 0.001 0.007
```
Positions in Å, forces in eV/Å.

Output
Multiplicity: 3
Charge: +1
HOMO-LUMO gap (alpha / beta), Ha: 0.256 / 0.251
HOMO level (alpha / beta), eV: -9.558 / -9.946
<S²>: 2.02

***

Energy relative to the best compared isomer or geometry (same formula, charge and spin): 347.8, 20.7, 0.0 (kcal per mole)
Electronic energy: -3760.1085, -4747.2872, -5040.4332 (a.u.)